1.
C4H4O | wB97M-V/def2-TZVPD

Structure (XYZ):
```
9
Properties=species:S:1:pos:R:3:forces:R:3:nbo_charge:R:1
C -1.421271 0.123788 -0.027391 -0.029 0.031 -0.014 -0.702
C -0.277805 -0.842866 -0.011882 0.034 0.260 -0.079 -0.042
C 1.012041 -0.395906 -0.063755 -0.053 0.062 -0.160 -0.582
C 2.044598 0.407784 -0.255368 0.705 0.216 -0.018 0.660
O 3.125676 0.839041 -0.398572 -0.967 -0.343 0.105 -0.429
H -1.149098 1.179264 -0.174839 0.047 -0.169 0.016 0.195
H -2.001489 0.016124 0.896293 0.094 -0.001 -0.131 0.246
H -2.099181 -0.196126 -0.829090 0.083 0.020 0.119 0.249
H 0.766527 -1.131104 0.864602 0.084 -0.076 0.161 0.405
```
Positions in Å, forces in eV/Å.

HOMO level ... -0.2912 hartree
E_LUMO ... -0.59 eV
Calculated total energy ... -229.849820 hartree



2.
C4H4O2 | wB97M-V/def2-TZVPD

Structure (XYZ):
```
10
Properties=species:S:1:pos:R:3:forces:R:3:nbo_charge:R:1
O 1.550740 -0.093035 -1.914157 -0.209 0.260 0.661 -0.469
C 1.211640 0.363222 -0.878694 0.294 -0.076 -0.731 0.663
O 0.452733 -0.407736 0.026947 -0.226 -0.070 0.225 -0.457
C -1.039590 -1.241767 -0.283807 0.111 -0.119 -0.190 -0.335
C -0.320149 0.271064 0.926253 0.120 0.475 0.294 0.237
C -0.474125 1.187844 1.714584 -0.056 -0.364 -0.270 -0.362
H 1.395828 1.354898 -0.443978 -0.001 -0.086 -0.055 0.167
H -1.141469 -1.003797 -1.353268 -0.009 -0.036 0.173 0.151
H -0.658416 -2.267140 -0.191977 -0.090 0.147 -0.008 0.159
H -0.977192 1.836447 2.398095 0.065 -0.130 -0.100 0.245
```
Positions in Å, forces in eV/Å.

HOMO level ... -0.3014 hartree
E_LUMO ... 0.21 eV
Calculated total energy ... -305.018054 hartree



3.
C4H4O2 | wB97M-V/def2-TZVPD

Structure (XYZ):
```
10
Properties=species:S:1:pos:R:3:forces:R:3:nbo_charge:R:1
C 0.316212 0.262269 -1.454654 0.096 -0.780 -2.202 -0.230
C 0.738686 0.500408 -0.125497 -1.551 -0.372 0.474 0.049
C -0.501306 1.219869 -1.109488 5.139 -5.600 -0.592 -0.111
C -0.441444 -1.259141 1.323738 -1.484 2.686 -0.518 0.638
O 0.576308 -0.474835 1.030163 1.780 1.091 -1.070 -0.530
O -1.488437 -1.199169 0.738592 -0.348 -1.093 -0.238 -0.593
H 0.558945 -0.379496 -2.355711 -0.398 0.901 1.208 0.224
H 1.555116 1.137986 0.173907 0.023 -0.146 0.029 0.197
H -0.985303 1.826299 -0.551896 -3.681 4.297 2.674 0.231
H -0.328778 -1.634188 2.330845 0.423 -0.983 0.236 0.125
```
Positions in Å, forces in eV/Å.

HOMO level ... -0.3447 hartree
E_LUMO ... 1.00 eV
Calculated total energy ... -305.131178 hartree



4.
C4H4O2 | wB97M-V/def2-TZVPD

Structure (XYZ):
```
10
Properties=species:S:1:pos:R:3:forces:R:3:nbo_charge:R:1
O 1.049109 2.581698 0.261053 -0.216 -0.485 0.116 -0.513
C 0.650397 1.648577 0.835193 0.277 0.600 0.882 1.017
O 0.277520 0.767098 1.494721 0.462 1.075 -0.054 -0.512
C -0.644458 -1.306717 0.617317 -0.198 -0.466 -0.374 -0.427
C -0.497329 -0.924511 -0.625822 0.172 0.450 0.411 0.076
C -0.116237 -0.033381 -1.505404 0.024 0.180 0.139 -0.497
H 0.302959 0.844690 -1.014237 -0.106 -0.093 -0.649 0.182
H 0.180985 -1.736906 1.177473 -0.195 -0.377 -0.271 0.223
H -1.522752 -1.036607 1.198726 -0.046 -0.274 -0.282 0.223
H -0.137811 0.041850 -2.584740 -0.174 -0.608 0.082 0.228
```
Positions in Å, forces in eV/Å.

HOMO level ... -0.3543 hartree
E_LUMO ... 0.54 eV
Calculated total energy ... -305.229339 hartree



5.
C4H4O2 | wB97M-V/def2-TZVPD

Structure (XYZ):
```
10
Properties=species:S:1:pos:R:3:forces:R:3:nbo_charge:R:1
C -0.436548 1.212677 -0.091928 -0.672 -1.758 1.205 0.116
C 0.073913 0.025305 0.197544 -3.411 -0.310 -0.561 -0.141
C -1.611544 -0.394340 0.155274 3.244 1.729 0.328 0.816
C 1.369424 -0.637918 0.052508 -2.112 2.287 -4.265 -0.646
O -2.378324 -1.266486 0.178415 -0.404 -0.240 -0.012 -0.495
O -1.820592 1.017321 -0.003905 -0.591 -0.717 -0.263 -0.538
H -0.101410 2.180207 -0.211035 0.745 1.804 -0.486 0.205
H 1.932609 0.133206 -0.468427 0.787 -0.027 0.289 0.225
H 1.205891 -1.363389 -0.724055 0.403 -1.057 0.163 0.235
H 1.766580 -0.906579 0.915608 2.011 -1.712 3.600 0.222
```
Positions in Å, forces in eV/Å.

HOMO level ... -0.3485 hartree
E_LUMO ... 0.79 eV
Calculated total energy ... -305.207269 hartree



6.
C4H4O2 | wB97M-V/def2-TZVPD

Structure (XYZ):
```
10
Properties=species:S:1:pos:R:3:forces:R:3:nbo_charge:R:1
C 0.357203 0.962984 -0.638035 0.822 -0.535 0.605 0.773
C -0.157153 0.284524 0.586453 -1.238 7.036 2.411 -0.388
C 0.178763 -1.022710 0.862943 -0.182 -4.239 1.267 -0.134
C -1.117230 -0.837937 0.624459 0.676 -1.160 -0.183 -0.139
H 0.835283 0.232481 -2.248220 -0.628 -0.446 -0.094 0.492
H -0.194355 1.033081 1.461752 0.109 -0.792 -1.171 0.168
H 1.123993 -1.551445 1.219179 -1.902 0.373 -0.723 0.243
H -2.224046 -1.063006 0.450993 2.200 0.121 0.443 0.260
O 0.231702 -0.049232 -1.525217 1.513 1.391 -2.574 -0.689
O 0.965840 2.011260 -0.794306 -1.371 -1.750 0.019 -0.585
```
Positions in Å, forces in eV/Å.

HOMO level ... -0.3457 hartree
E_LUMO ... 0.83 eV
Calculated total energy ... -305.185824 hartree



7.
C4H4O2 | wB97M-V/def2-TZVPD

Structure (XYZ):
```
10
Properties=species:S:1:pos:R:3:forces:R:3:nbo_charge:R:1
O 1.505699 0.172282 -1.103738 -0.118 -0.010 -0.121 -0.683
C 0.826469 -0.029304 0.092089 -0.120 0.010 0.168 -0.063
C -0.150951 1.123356 0.354260 -0.146 0.461 -0.359 0.435
O -0.445123 1.885168 -0.535114 0.280 -0.269 0.525 -0.529
C -0.179149 -1.117203 0.098479 -0.547 -0.228 0.065 -0.040
C -1.241923 -1.680140 0.184498 0.440 0.131 -0.044 -0.207
H 0.970957 0.822415 -1.594363 0.136 -0.086 -0.019 0.490
H 1.547721 -0.148121 0.911513 -0.193 0.011 -0.128 0.216
H -0.642067 1.133218 1.342181 0.080 0.095 -0.058 0.137
H -2.191634 -2.161670 0.250195 0.189 -0.114 -0.030 0.244
```
Positions in Å, forces in eV/Å.

HOMO level ... -0.3794 hartree
E_LUMO ... 0.62 eV
Calculated total energy ... -305.200988 hartree



8.
C4H4O2 | wB97M-V/def2-TZVPD

Structure (XYZ):
```
10
Properties=species:S:1:pos:R:3:forces:R:3:nbo_charge:R:1
C -0.518563 1.088121 -1.030766 1.133 -3.595 -0.501 -0.336
C -0.172570 -0.215859 -0.733553 -0.864 1.347 -0.353 0.294
C -0.664602 0.066981 -2.037441 -0.962 0.117 -0.380 0.497
C 0.749261 -0.412456 1.625570 -4.586 -4.565 0.329 -0.228
O -1.111448 -0.315801 -3.094966 0.521 0.370 0.348 -0.586
O 0.077706 -1.124333 0.135545 2.341 0.303 3.250 -0.482
H -0.592092 2.002811 -0.569122 -0.317 2.140 0.593 0.216
H 1.340215 -1.103832 2.264557 0.350 0.244 -1.623 0.221
H -0.220507 -0.425326 2.218297 1.113 1.006 -1.021 0.211
H 1.112599 0.439696 1.221879 1.271 2.635 -0.642 0.193
```
Positions in Å, forces in eV/Å.

HOMO level ... -0.3317 hartree
E_LUMO ... 0.12 eV
Calculated total energy ... -305.137009 hartree



9.
C4H4O2Pb | wB97M-V/def2-TZVPD

Structure (XYZ):
```
11
Properties=species:S:1:pos:R:3:forces:R:3:nbo_charge:R:1
C -0.897264 -1.542350 -1.684039 -0.664 0.131 -1.214 0.929
O -1.309905 -0.768967 -2.462505 0.506 -0.667 0.932 -0.601
H -1.174929 -0.467372 -3.397095 -0.221 0.145 -0.683 0.675
C 0.081852 -1.203233 0.419794 -0.160 -0.410 2.406 -0.367
C -0.051523 0.095322 0.804207 2.432 1.362 -2.100 0.037
C 0.370126 1.371245 0.615121 -3.165 -4.250 0.718 0.369
O 0.974485 2.164110 1.332879 0.049 1.846 -0.758 -0.847
Pb 2.305017 2.537351 2.867983 1.394 0.811 1.608 1.891
H -0.473154 -1.957791 0.995378 -0.548 0.057 -0.988 0.306
H 1.080467 -1.563224 0.135330 -0.158 0.420 -0.173 0.300
H -0.905172 1.334909 0.372948 0.535 0.556 0.252 0.309
```
Positions in Å, forces in eV/Å.

Multiplicity ... 2
HOMO level (alpha / beta) ... -0.8017 / -0.8326 hartree
E_LUMO (alpha / beta) ... -13.54 / -14.99 eV
Total charge ... +3
⟨S²⟩ ... 0.784
Calculated total energy ... -496.616999 hartree



10.
C4H4O2Pd | wB97M-V/def2-TZVPD

Structure (XYZ):
```
11
Properties=species:S:1:pos:R:3:forces:R:3:nbo_charge:R:1
H -2.332664 0.435323 1.794243 -0.503 0.963 -0.859 0.129
O 2.631508 -0.496948 -0.528542 1.190 -4.350 -1.874 -0.782
C 1.272662 -0.981710 -0.321692 -1.044 -2.362 -0.373 -0.134
C 0.547987 0.200789 0.311191 -6.426 -4.933 0.108 -0.272
C -0.700311 0.107355 0.741459 3.239 0.702 -2.272 0.032
C -1.985444 0.499828 0.710757 -4.397 -2.180 0.959 0.146
O -2.880963 0.392294 -0.223874 2.574 0.922 1.651 -0.507
Pd 2.008466 1.092346 0.227466 5.278 11.016 2.551 0.471
H 3.224129 -1.142743 -0.920107 0.073 -0.187 -0.066 0.514
H 1.312278 -1.868078 0.329788 -0.026 0.245 -0.151 0.200
H 0.852492 -1.264384 -1.299821 0.042 0.165 0.326 0.204
```
Positions in Å, forces in eV/Å.

Multiplicity ... 3
HOMO level (alpha / beta) ... -0.2568 / -0.3206 hartree
E_LUMO (alpha / beta) ... -0.25 / -1.55 eV
⟨S²⟩ ... 2.026
Calculated total energy ... -432.866185 hartree



11.
C4H4O2S | wB97M-V/def2-TZVPD

Structure (XYZ):
```
11
Properties=species:S:1:pos:R:3:forces:R:3:nbo_charge:R:1
C -0.973759 -2.078303 -0.335492 0.078 1.597 -1.934 0.121
C 0.530784 0.288032 0.042309 -1.530 -0.099 -0.648 -0.235
C -2.279046 -0.017589 0.027663 2.963 2.574 0.436 0.768
C 1.882588 0.794248 -0.113210 3.523 -0.404 1.633 -0.768
O -3.280617 0.568484 0.122021 -2.347 -0.434 -0.172 -0.513
O -1.840396 -1.191093 0.249553 0.401 -2.365 1.002 -0.516
S -0.758132 1.281428 0.038595 0.040 -1.281 -0.314 0.300
H -0.208374 -2.431087 0.353299 -0.525 0.145 1.403 0.109
H 2.224612 1.599287 0.676401 -0.883 -1.427 -1.260 0.243
H 2.054608 1.310598 -1.084817 -0.225 -0.582 0.442 0.264
H 2.647735 -0.124005 0.023683 -1.495 2.275 -0.588 0.228
```
Positions in Å, forces in eV/Å.

HOMO level (alpha / beta) ... -0.3261 / -0.3260 hartree
E_LUMO (alpha / beta) ... -0.64 / -0.64 eV
Calculated total energy ... -703.227768 hartree



12.
C4H4O2S | wB97M-V/def2-TZVPD

Structure (XYZ):
```
11
Properties=species:S:1:pos:R:3:forces:R:3:nbo_charge:R:1
C 0.323870 1.037729 -0.327382 1.352 -2.697 -1.104 0.066
C 0.174842 -0.289957 0.087687 -0.065 3.337 -0.213 -0.219
C -1.723531 1.260095 0.605237 -2.571 -1.597 1.423 0.638
C 1.014427 -1.445205 -0.237126 2.126 0.010 2.043 -0.648
O -2.815455 1.715060 0.835090 1.117 0.238 -0.209 -0.564
O -0.747356 1.835168 -0.036624 1.178 1.637 -0.740 -0.454
S -1.277784 -0.427673 1.076096 0.346 0.541 -0.685 0.256
H 1.138268 1.511580 -1.044777 -2.047 -1.147 1.829 0.232
H 1.834743 -1.685048 0.534469 -1.553 0.240 -0.555 0.229
H 1.620204 -1.186647 -1.052844 0.625 0.202 -1.598 0.230
H 0.457772 -2.325103 -0.439827 -0.509 -0.765 -0.192 0.233
```
Positions in Å, forces in eV/Å.

HOMO level ... -0.3227 hartree
E_LUMO ... 0.63 eV
Calculated total energy ... -703.462933 hartree



Repeat the eighth record exactly.
C4H4O2 | wB97M-V/def2-TZVPD

Structure (XYZ):
```
10
Properties=species:S:1:pos:R:3:forces:R:3:nbo_charge:R:1
C -0.518563 1.088121 -1.030766 1.133 -3.595 -0.501 -0.336
C -0.172570 -0.215859 -0.733553 -0.864 1.347 -0.353 0.294
C -0.664602 0.066981 -2.037441 -0.962 0.117 -0.380 0.497
C 0.749261 -0.412456 1.625570 -4.586 -4.565 0.329 -0.228
O -1.111448 -0.315801 -3.094966 0.521 0.370 0.348 -0.586
O 0.077706 -1.124333 0.135545 2.341 0.303 3.250 -0.482
H -0.592092 2.002811 -0.569122 -0.317 2.140 0.593 0.216
H 1.340215 -1.103832 2.264557 0.350 0.244 -1.623 0.221
H -0.220507 -0.425326 2.218297 1.113 1.006 -1.021 0.211
H 1.112599 0.439696 1.221879 1.271 2.635 -0.642 0.193
```
Positions in Å, forces in eV/Å.

HOMO level ... -0.3317 hartree
E_LUMO ... 0.12 eV
Calculated total energy ... -305.137009 hartree



> Number 3 is which compound?

C4H4O2